Computed, not measured: a structure of composition C6H13NNiO2S in a non-equilibrium geometry, with wB97M-V/def2-TZVPD.

## Properties
Total charge ... +2
Gap between HOMO and LUMO (alpha / beta) ... 8.40 / 5.42 eV
Lowest unoccupied orbital energy (alpha / beta) ... -9.714 / -12.666 eV
2S+1 ... 3
HOMO level (alpha / beta) ... -18.116 / -18.087 eV

Each line ends with the Mulliken spin population.
Geometry (Å):
1 N -0.1024 -0.4939 -0.4413  0.005
2 O 1.8744 0.7625 -0.5645  0.493
3 H -1.4548 0.7589 -2.0025  0.001
4 H 1.5918 3.0922 -1.6046  0.001
5 C -1.3418 -1.5274 2.1384  0.001
6 O 1.8673 -1.1063 0.6674  0.203
7 H -1.5078 -0.4824 2.3655  0.000
8 H -2.6262 -1.2651 0.4088  0.002
9 H -0.2995 -1.7859 2.2894  0.000
10 H -1.8973 -2.0988 2.8695  0.000
11 C -0.6934 -1.8846 -0.2880  0.003
12 H -2.1766 -2.9230 0.7557  0.000
13 H -1.0901 -2.1803 -1.2524  0.001
14 H 1.3685 4.0369 -0.1295  -0.006
15 H 0.0752 -2.6001 -0.0137  0.006
16 H 0.0824 2.9892 -0.7170  0.016
17 S -0.2451 0.1704 -2.0096  0.185
18 C -1.8111 -1.9031 0.7295  -0.001
19 C 1.7129 1.9560 0.2285  0.019
20 H 1.1140 1.7266 1.1002  -0.002
21 C 1.2228 -0.3883 -0.0571  -0.034
22 C 1.1585 3.0936 -0.6129  0.074
23 Ni 0.4634 -0.1896 -4.4111  0.991
24 H 2.7150 2.2427 0.5510  0.043


Computed, not measured: a cluster of 2 separate species, C8H7BrN2OS in total in a non-equilibrium geometry, with wB97M-V/def2-TZVPD.

## Properties
Total charge ... 0
Gap between HOMO and LUMO ... 8.07 eV
Lowest unoccupied orbital energy ... 0.288 eV
2S+1 ... 1
HOMO level ... -7.778 eV
Energy above the lowest of the compared OMol25 structures with the same formula, charge and spin ... 0.00 kJ/mol

Each line ends with the natural charge from an NBO analysis.
Geometry (Å):
1 H 1.1442 -1.7830 1.7577  0.210
2 H -3.5770 -2.0658 0.9199  0.121
3 H 4.2286 -0.2081 -0.8778  0.213
4 N -2.3452 1.4945 -0.8565  -0.025
5 C -3.6764 0.1932 1.3254  0.306
6 C -0.0337 1.3767 -1.4615  -0.250
7 C 2.7600 -1.0426 0.5638  -0.246
8 N -1.2364 1.5102 -1.1177  0.080
9 C 0.4566 -0.4020 0.2252  -0.252
10 H -0.5267 -0.3761 0.6560  0.212
11 C 3.1172 -0.2252 -0.5356  -0.183
12 O -3.4205 1.1973 1.8877  -0.499
13 C 1.4353 -1.0301 0.9512  -0.180
14 S -2.8591 -1.3382 1.6115  0.078
15 H 3.5385 -1.5607 1.0485  0.216
16 C 2.2152 0.5491 -1.2014  -0.235
17 H 2.4562 1.2059 -2.0371  0.208
18 Br -5.1038 0.0141 0.0461  -0.001
19 C 0.8737 0.6147 -0.6755  -0.012
20 H 0.5531 1.8762 -2.2299  0.239


Computed, not measured: a structure of composition C18H15Cl2FeN4O4SSe5 in a non-equilibrium geometry, with wB97M-V/def2-TZVPD.

## Properties
Total charge ... -2
Gap between HOMO and LUMO (alpha / beta) ... 5.87 / 5.18 eV
Lowest unoccupied orbital energy (alpha / beta) ... 4.369 / 3.582 eV
2S+1 ... 6
HOMO level (alpha / beta) ... -1.500 / -1.596 eV
Energy above the lowest of the compared OMol25 structures with the same formula, charge and spin ... 18.32 kJ/mol

Each line ends with the Mulliken spin population.
Geometry (Å):
1 H -1.7825 -0.0947 2.3214  0.002
2 C -7.5394 -0.2404 -0.3856  0.006
3 H -6.5789 -1.2986 2.3697  0.000
4 C 0.5207 -0.7848 -3.7439  0.000
5 H 3.4799 -1.5758 0.6199  0.001
6 H 3.7528 -4.0875 0.3873  0.000
7 H -5.6755 1.8533 3.8133  0.000
8 C 2.6213 -2.2427 0.6044  -0.002
9 O -0.4491 0.9860 -2.4071  0.036
10 Cl 0.0392 -1.9019 -2.4512  0.018
11 H 0.1755 -1.1999 -4.6828  0.000
12 C -4.9320 0.8064 -0.5845  0.016
13 H -7.9460 1.4681 0.8575  0.000
14 C -5.9186 1.4544 0.1700  0.005
15 O -0.0534 1.3237 -4.5921  0.005
16 N -6.0077 0.9028 3.7298  0.000
17 Se 0.2158 1.7314 2.7924  0.024
18 C -6.5721 -0.8856 -1.1440  -0.003
19 H -8.5407 -0.6491 -0.3078  0.001
20 C -5.2871 -0.3690 -1.2476  0.006
21 H -4.5422 -0.8915 -1.8284  0.002
22 C -3.7243 0.4003 3.0471  0.002
23 N 0.4050 -3.8078 0.5679  0.001
24 Se -3.2061 1.5977 -0.7123  0.095
25 C -4.6309 -1.8199 1.6576  0.002
26 O -2.6020 -1.9416 -0.8367  0.022
27 C -2.8292 -0.3764 2.3316  -0.005
28 O -2.5555 -3.8005 0.7496  0.000
29 H -3.3513 1.2812 3.5571  -0.001
30 Se 0.5748 1.3767 0.5532  0.055
31 N -0.8193 -1.8056 0.7710  0.021
32 C -5.5233 -1.0510 2.3755  0.000
33 Fe -1.2241 -0.0006 -0.8382  3.720
34 C 0.3474 -2.4668 0.6840  0.001
35 Se 1.4626 4.9507 0.5809  0.605
36 Se 0.2440 3.5017 -0.5737  0.369
37 H 1.6308 -5.4344 0.3727  0.000
38 H -6.8137 -1.8086 -1.6607  0.000
39 C 2.7812 -3.6227 0.4796  0.002
40 C -7.2021 0.9415 0.2670  0.000
41 H -6.9061 0.9019 3.2667  0.000
42 H -5.6561 2.3687 0.6896  0.000
43 H -4.9763 -2.6816 1.0999  -0.001
44 C -0.0621 0.6600 -3.5743  0.001
45 C -5.0806 0.0904 3.0476  0.000
46 C -3.2875 -1.4715 1.6246  0.013
47 S -2.2698 -2.4113 0.5192  -0.022
48 Cl 2.2918 -0.6775 -3.8377  0.000
49 C 1.6105 -4.3511 0.4694  0.000
50 N 1.4491 -1.6655 0.7062  0.003


Computed, not measured: a cluster of 2 separate species, C6H15NS in total, with wB97M-V/def2-TZVPD.

## Properties
Total charge ... +1
Gap between HOMO and LUMO (alpha / beta) ... 9.80 / 4.59 eV
Lowest unoccupied orbital energy (alpha / beta) ... -3.218 / -8.272 eV
2S+1 ... 2
HOMO level (alpha / beta) ... -13.020 / -12.862 eV
Energy above the lowest of the compared OMol25 structures with the same formula, charge and spin ... 58.35 kJ/mol

Each line ends with the Mulliken spin population.
Geometry (Å):
1 H -0.6642 -0.4045 1.4700  0.021
2 H 2.9428 -1.7963 1.2880  0.000
3 C -1.9357 1.8133 0.3979  0.016
4 C -2.0125 0.1377 -1.4572  0.259
5 H -1.9256 -0.8680 -1.8386  0.012
6 H -1.3967 -1.6033 0.3683  -0.001
7 H -2.7799 1.8970 1.0892  0.021
8 H -1.0525 2.0851 0.9714  0.009
9 H 2.5011 -1.4088 -1.1409  0.015
10 H -2.3437 -0.7136 1.5930  0.022
11 H 0.7956 -1.2350 -0.6322  0.009
12 C -1.8292 0.4288 -0.1267  0.232
13 H -2.2308 0.9300 -2.1597  0.005
14 H -2.1239 2.5231 -0.4021  -0.001
15 H 2.5028 -0.7563 2.4263  0.000
16 N 2.2462 -1.0922 1.5068  0.001
17 H 1.4032 0.6556 0.7740  0.000
18 H 3.1156 0.5075 0.3972  -0.001
19 C 2.1831 -0.0598 0.4905  0.006
20 C 1.7297 -0.7133 -0.8107  -0.024
21 C -1.5366 -0.6426 0.8558  0.017
22 S 1.5111 0.5567 -2.0837  0.391
23 H 0.9002 -0.2412 -2.9765  -0.009


Computed, not measured: a structure of composition CH3N2O4 in a non-equilibrium geometry, with wB97M-V/def2-TZVPD.

## Properties
Total charge ... -1
Gap between HOMO and LUMO ... 8.63 eV
Lowest unoccupied orbital energy ... 4.004 eV
2S+1 ... 1
HOMO level ... -4.626 eV
Energy above the lowest of the compared OMol25 structures with the same formula, charge and spin ... 193.31 kJ/mol

Each line ends with the natural charge from an NBO analysis.
Geometry (Å):
1 N 1.4649 0.1153 -0.1085  0.570
2 H -0.1161 1.4425 -0.1361  0.485
3 H -1.2413 -1.7378 -0.7015  0.478
4 O 1.3060 1.2770 -0.7290  -0.633
5 H -1.2410 -0.6590 1.4339  0.003
6 O -0.9556 1.2559 0.3286  -0.727
7 O -1.5262 -0.7957 -0.7047  -0.755
8 N 0.4797 -0.5255 0.3359  -0.451
9 O 2.6506 -0.3114 0.0121  -0.534
10 C -0.8211 -0.0613 0.2693  0.563


Computed, not measured: an isolated molecule of C2H6N2S in a non-equilibrium geometry, with wB97M-V/def2-TZVPD.

## Properties
SMILES string ... [H]/N=C/N(C)S
Total charge ... 0
Gap between HOMO and LUMO ... 8.99 eV
Lowest unoccupied orbital energy ... 0.759 eV
2S+1 ... 1
HOMO level ... -8.229 eV
Energy above the lowest of the compared OMol25 structures with the same formula, charge and spin ... 370.19 kJ/mol

Each line ends with the natural charge from an NBO analysis.
Geometry (Å):
1 C -1.6026 -0.1887 -0.1428  -0.447
2 H 2.3473 1.3501 -0.1706  0.335
3 H 0.0633 1.7827 0.3156  0.169
4 H -2.0158 0.2314 0.9120  0.209
5 C 0.6693 0.7877 -0.0875  0.271
6 H -1.6431 0.6738 -1.1539  0.225
7 H -1.8136 -1.3732 -0.1913  0.258
8 N -0.1102 -0.2552 -0.1137  -0.606
9 N 1.9062 0.4904 -0.1770  -0.727
10 H 1.4164 -1.8127 0.9891  0.107
11 S 0.7827 -1.6863 -0.1800  0.205